No. 1
C29H43IN3P2Rh | ωB97M-V/def2-TZVPD

The calculation puts the total energy at -64912.3308 eV. The value obtained for the HOMO energy (alpha / beta) is -12.367 / -12.380 eV. The value obtained for the largest force on an atom is 3.253 eV Å⁻¹. As for the net charge: +2. The value obtained for the gap between HOMO and LUMO (alpha / beta) is 4.43 / 4.46 eV.

Positions of all 79 atoms, in Å:
Rh  1.03  0.60  0.53
C  1.03  -2.90  4.26
C  1.01  -1.49  3.68
C  0.18  -0.53  4.53
P  0.51  -1.28  1.89
C  0.96  -2.74  0.81
C  2.48  -2.78  0.67
C  0.36  -4.09  1.15
C  -1.30  -1.33  1.70
C  -2.12  -2.11  2.50
C  -3.47  -2.31  2.19
C  -4.34  -3.10  3.10
C  -3.95  -1.79  0.99
C  -3.15  -1.01  0.17
C  -1.83  -0.67  0.55
N  -1.04  0.17  -0.15
C  -1.39  0.93  -1.22
C  -2.66  1.51  -1.39
C  -2.99  2.17  -2.56
C  -2.07  2.29  -3.60
C  -2.45  2.89  -4.90
C  -0.77  1.83  -3.39
C  -0.41  1.18  -2.22
P  1.31  0.64  -1.86
C  2.42  2.15  -2.03
C  1.93  3.05  -0.89
C  2.56  2.93  -3.33
C  1.81  -0.64  -3.13
C  1.53  -0.22  -4.57
C  1.08  -1.95  -2.84
H  1.33  -2.83  5.30
H  0.06  -3.38  4.23
H  1.75  -3.53  3.75
H  2.05  -1.12  3.67
H  -0.83  -0.92  4.69
H  0.64  -0.42  5.51
H  0.10  0.45  4.07
H  0.53  -2.42  -0.15
H  2.95  -3.09  1.60
H  2.78  -3.49  -0.10
H  2.87  -1.79  0.41
H  0.79  -4.52  2.05
H  -0.72  -4.04  1.25
H  0.58  -4.78  0.32
H  -1.71  -2.59  3.38
H  -3.78  -3.89  3.60
H  -4.73  -2.45  3.88
H  -5.19  -3.52  2.57
H  -4.96  -2.00  0.68
H  -3.53  -0.69  -0.78
H  -3.38  1.47  -0.59
H  -3.97  2.61  -2.67
H  -3.52  3.07  -4.96
H  -1.94  3.84  -5.05
H  -2.16  2.24  -5.73
H  -0.03  1.98  -4.17
H  3.41  1.75  -1.76
H  1.07  3.63  -1.23
H  1.62  2.38  -0.05
H  2.70  3.73  -0.55
H  1.60  3.28  -3.71
H  3.16  3.82  -3.12
H  3.07  2.36  -4.10
H  2.89  -0.77  -2.98
H  0.46  -0.19  -4.76
H  1.97  0.74  -4.82
H  1.97  -0.96  -5.24
H  0.01  -1.77  -2.71
H  1.20  -2.64  -3.67
H  1.47  -2.44  -1.95
I  3.61  4.87  3.73
C  1.99  3.83  2.93
C  0.74  4.35  2.60
N  0.03  3.33  2.09
N  0.73  2.19  2.08
C  1.93  2.48  2.59
H  0.35  5.34  2.70
H  -0.93  3.35  1.78
H  2.69  1.73  2.71



No. 2
C29H43IrN10OPS2 | ωB97M-V/def2-TZVPD

The calculation puts the total energy at -81480.7894 eV. The value obtained for the HOMO energy (alpha / beta) is -18.401 / -18.745 eV. As for the expectation value of S²: 8.786. The value obtained for the largest force on an atom is 3.556 eV Å⁻¹. The multiplicity is 6. The calculation puts the energy above the lowest of the compared OMol25 structures with the same formula, charge and spin at 0.00 kJ/mol. As for the net charge: +4. The value obtained for the gap between HOMO and LUMO (alpha / beta) is 7.75 / 5.21 eV.

Positions of all 87 atoms, in Å:
Ir  -0.26  -1.01  0.09
C  1.93  -0.27  4.14
C  1.07  -0.29  2.91
N  1.45  -0.65  1.74
N  2.70  -1.08  1.49
C  3.07  -1.39  0.23
N  4.29  -1.84  0.02
S  2.01  -1.15  -1.08
C  -0.34  0.14  3.01
C  -0.86  0.69  4.18
C  -2.20  1.03  4.25
C  -3.01  0.80  3.14
C  -2.43  0.26  2.01
N  -1.13  -0.06  1.94
H  2.86  -0.82  4.03
H  1.39  -0.71  4.98
H  2.18  0.76  4.41
H  3.35  -1.23  2.25
H  4.98  -1.95  0.75
H  4.58  -2.09  -0.92
H  -0.22  0.86  5.04
H  -2.61  1.45  5.16
H  -4.06  1.03  3.16
H  -3.03  0.06  1.13
C  -2.16  -5.57  2.48
N  -2.56  -4.94  1.22
C  -3.69  -5.24  0.53
C  -3.67  -4.51  -0.63
N  -2.53  -3.76  -0.63
C  -1.84  -4.02  0.53
S  -0.40  -3.33  1.09
C  -2.02  -3.11  -1.79
C  -2.21  -3.74  -3.01
C  -1.69  -3.15  -4.16
C  -1.02  -1.94  -4.04
C  -0.91  -1.37  -2.79
N  -1.38  -1.94  -1.67
H  -2.67  -6.53  2.57
H  -2.44  -4.95  3.33
H  -1.09  -5.74  2.49
H  -4.43  -5.93  0.90
H  -4.41  -4.47  -1.42
H  -2.72  -4.69  -3.07
H  -1.80  -3.64  -5.12
H  -0.59  -1.45  -4.91
H  -0.44  -0.40  -2.66
O  -0.30  1.31  -1.04
P  -0.25  2.74  -1.43
N  0.78  3.61  -0.46
C  1.78  2.94  0.37
C  1.88  3.82  1.62
C  1.66  5.23  1.05
C  0.63  5.02  -0.07
N  0.19  3.09  -2.98
C  1.55  3.42  -3.42
C  1.88  2.29  -4.39
C  0.55  2.05  -5.11
C  -0.54  2.45  -4.10
N  -1.77  3.47  -1.31
C  -2.62  3.23  -0.15
C  -3.90  4.01  -0.44
C  -3.37  5.22  -1.22
C  -2.24  4.62  -2.06
H  2.74  2.94  -0.16
H  1.50  1.90  0.55
H  2.85  3.73  2.11
H  1.09  3.56  2.33
H  2.59  5.62  0.64
H  1.30  5.93  1.79
H  0.81  5.69  -0.93
H  -0.38  5.22  0.29
H  2.24  3.52  -2.59
H  1.52  4.37  -3.96
H  2.19  1.40  -3.83
H  2.68  2.57  -5.08
H  0.43  1.02  -5.44
H  0.48  2.69  -5.99
H  -1.13  1.61  -3.73
H  -1.24  3.16  -4.54
H  -2.12  3.63  0.75
H  -2.75  2.15  -0.01
H  -4.42  4.29  0.47
H  -4.58  3.42  -1.06
H  -2.99  5.98  -0.54
H  -4.14  5.68  -1.84
H  -1.43  5.32  -2.29
H  -2.64  4.27  -3.03



No. 3
C29H43N2O21 | ωB97M-V/def2-TZVPD

The calculation puts the total energy at -76743.3171 eV. The value obtained for the HOMO energy is -11.970 eV. The value obtained for the largest force on an atom is 0.646 eV Å⁻¹. The calculation puts the energy above the lowest of the compared OMol25 structures with the same formula, charge and spin at 0.00 kJ/mol. As for the net charge: +1. The value obtained for the gap between HOMO and LUMO is 9.37 eV.

Positions of all 95 atoms, in Å:
C  -4.49  -0.38  0.13
C  -5.04  -0.01  -1.27
C  -3.96  0.69  -2.13
C  -5.57  -1.22  -2.03
C  -6.73  -1.98  -1.36
C  -7.91  -1.11  -1.23
N  -8.28  -0.46  -0.12
C  -9.40  0.31  -0.36
C  -9.72  0.12  -1.66
N  -8.78  -0.76  -2.17
H  -4.59  0.47  0.80
H  -5.01  -1.22  0.59
H  -3.43  -0.62  0.05
H  -5.84  0.72  -1.10
H  -4.28  1.70  -2.41
H  -3.05  0.79  -1.55
H  -3.77  0.11  -3.02
H  -5.94  -0.86  -2.99
H  -4.76  -1.92  -2.25
H  -6.99  -2.84  -1.98
H  -6.46  -2.35  -0.37
H  -7.77  -0.55  0.74
H  -9.86  0.92  0.39
H  -10.52  0.55  -2.22
H  -8.73  -1.11  -3.11
C  0.96  -1.75  -0.95
C  0.38  -0.36  -1.12
O  -0.80  -0.63  -1.90
C  -1.17  -1.91  -1.69
O  -2.21  -2.37  -2.05
O  -0.22  -2.57  -1.01
H  1.46  -1.88  0.00
H  1.63  -2.02  -1.76
H  0.07  0.09  -0.18
H  1.04  0.32  -1.65
C  4.81  2.95  -0.33
C  3.31  3.05  -0.53
O  2.96  1.70  -0.86
C  3.92  0.88  -0.37
O  3.83  -0.31  -0.33
O  4.97  1.58  0.07
H  5.19  3.62  0.43
H  5.36  3.11  -1.26
H  2.78  3.32  0.39
H  3.01  3.72  -1.33
C  6.84  -2.91  -0.36
C  5.61  -2.90  0.53
O  6.01  -3.75  1.61
C  7.37  -3.74  1.67
O  8.00  -4.19  2.57
O  7.89  -3.14  0.58
H  7.00  -1.97  -0.88
H  6.83  -3.73  -1.09
H  5.39  -1.91  0.92
H  4.72  -3.30  0.04
C  5.26  -1.86  4.89
C  6.43  -0.92  4.76
O  5.80  0.27  4.25
C  4.50  0.24  4.59
O  3.73  1.15  4.46
O  4.16  -0.97  5.11
H  5.36  -2.56  5.72
H  5.07  -2.42  3.97
H  6.89  -0.69  5.72
H  7.19  -1.27  4.07
C  1.83  -1.27  7.42
C  0.85  -0.20  7.85
O  0.22  -0.81  8.98
C  1.06  -1.75  9.49
O  0.90  -2.32  10.52
O  2.10  -1.95  8.65
H  2.75  -0.87  7.00
H  1.39  -1.98  6.71
H  1.35  0.71  8.18
H  0.11  0.04  7.10
C  8.01  1.71  -3.18
C  9.20  2.65  -3.29
O  8.57  3.89  -3.64
C  7.29  3.86  -3.22
O  6.55  4.78  -3.20
O  6.96  2.61  -2.81
H  8.13  0.94  -2.41
H  7.75  1.24  -4.13
H  9.72  2.77  -2.34
H  9.91  2.36  -4.06
C  -10.02  1.84  -4.99
C  -9.74  3.33  -5.14
O  -8.63  3.33  -6.04
C  -8.64  2.18  -6.75
O  -7.94  1.94  -7.67
O  -9.56  1.31  -6.23
H  -11.07  1.61  -4.85
H  -9.43  1.39  -4.18
H  -10.58  3.86  -5.60
H  -9.47  3.82  -4.21